No. 1
DFT (ωB97M-V with the def2-TZVPD basis set) results for an isolated molecule of C5H7NOS2 at a distorted geometry.

* max |F|: 3.456 eV Å⁻¹
* relative energy (zero: lowest compared OMol25 entry of this formula, charge and spin): 4.265 eV

Last column: Mulliken charge in e.
Positions of all 16 atoms, in Å:
C 0.48322 1.91423 1.02822  0.02
C 0.07165 0.55760 1.00479  -0.26
C -0.67002 0.45137 -0.28501  -0.83
C -1.13738 -0.92446 -0.55554  -0.55
C 0.11727 -1.85021 -0.66901  -0.39
N 0.67714 3.03959 1.23516  0.53
O 0.90045 4.19758 1.31221  -0.69
S 1.35585 -1.89208 -1.83374  0.10
S 2.75925 -3.23709 -1.51420  -0.31
H 0.92137 -0.14176 0.98138  0.33
H -0.74916 0.39532 1.77513  0.22
H -1.50883 1.24453 -0.10142  0.37
H -0.07417 0.91986 -1.06349  0.38
H -1.85016 -1.30679 0.13683  0.35
H -1.46960 -0.80374 -1.52369  0.31
H 0.17314 -2.56395 0.07238  0.42

=====

No. 2
DFT (ωB97M-V with the def2-TZVPD basis set) results for a structure of composition C5H7NS.

* max |F|: 0.886 eV Å⁻¹
* relative energy (zero: lowest compared OMol25 entry of this formula, charge and spin): 2.332 eV

Last column: Mulliken charge in e.
Positions of all 14 atoms, in Å:
C -0.64541 -0.35319 0.73421  -0.17
C 0.87265 -0.50071 0.41107  -0.19
C -0.32692 1.03942 0.10224  -0.19
C 0.04703 0.64406 -1.33659  -0.57
C 0.85584 -0.39645 -1.12384  -0.62
H -2.45795 -1.83885 1.10156  0.12
H -0.78316 -0.25984 1.80907  0.44
H 1.53161 -1.22542 0.92186  0.45
H 1.70341 1.40815 0.34634  0.28
H -0.93507 1.94250 0.29414  0.45
H -0.30376 1.10413 -2.23477  0.40
H 1.32427 -1.04404 -1.83282  0.39
N 0.96712 0.93072 0.85085  -0.55
S -1.84965 -1.45048 -0.04332  -0.24

=====

No. 3
DFT (ωB97M-V with the def2-TZVPD basis set) results for a cluster of 2 separate species, C5H7O2S in total at a distorted geometry.

* max |F|: 4.177 eV Å⁻¹
* total charge: -1
* relative energy (zero: lowest compared OMol25 entry of this formula, charge and spin): 7.114 eV

Last column: Mulliken charge in e.
Positions of all 15 atoms, in Å:
C -1.89931 -1.41190 -0.65708  -0.70
C -1.95190 -2.14123 0.43226  -0.07
C 0.74418 0.93228 0.31616  0.10
C 0.97489 -0.32383 0.52530  -0.61
C 1.73715 1.91767 -0.38470  -0.91
O 3.21998 -1.16622 1.12702  -0.65
O 2.37167 -1.66096 -1.15570  -0.60
S 2.12480 -1.77030 0.26970  0.54
H -1.01307 -1.21769 -1.17833  0.34
H -2.73928 -1.01244 -1.07820  0.26
H -0.82339 -2.21383 0.75659  0.17
H -0.25630 1.35890 0.61843  0.31
H 1.97731 1.62297 -1.37088  0.26
H 2.69222 2.06523 0.09835  0.28
H 1.20701 2.91393 -0.45025  0.28

=====

What did the first record say?
DFT (ωB97M-V with the def2-TZVPD basis set) results for an isolated molecule of C5H7NOS2 at a distorted geometry.

* max |F|: 3.456 eV Å⁻¹
* relative energy (zero: lowest compared OMol25 entry of this formula, charge and spin): 4.265 eV

Last column: Mulliken charge in e.
Positions of all 16 atoms, in Å:
C 0.48322 1.91423 1.02822  0.02
C 0.07165 0.55760 1.00479  -0.26
C -0.67002 0.45137 -0.28501  -0.83
C -1.13738 -0.92446 -0.55554  -0.55
C 0.11727 -1.85021 -0.66901  -0.39
N 0.67714 3.03959 1.23516  0.53
O 0.90045 4.19758 1.31221  -0.69
S 1.35585 -1.89208 -1.83374  0.10
S 2.75925 -3.23709 -1.51420  -0.31
H 0.92137 -0.14176 0.98138  0.33
H -0.74916 0.39532 1.77513  0.22
H -1.50883 1.24453 -0.10142  0.37
H -0.07417 0.91986 -1.06349  0.38
H -1.85016 -1.30679 0.13683  0.35
H -1.46960 -0.80374 -1.52369  0.31
H 0.17314 -2.56395 0.07238  0.42